Density functional theory data (ωB97M-V with the def2-TZVPD basis set) for a cluster of 5 separate species, C10H15N5 in total at a distorted geometry.

SMILES string: CC#N.CC#N.CC#N.CC#N.CC#N
2S+1: 1
F_max in hartree/bohr: 0.0955
Kohn-Sham gap in Eh: 0.41361
HOMO in eV: -11.0

Element x y z (Å)
H: -13.069 -8.908 -8.280
H: -4.308 -10.099 -4.215
N: -4.824 -7.464 -5.729
H: -13.187 -10.214 -9.370
N: -5.596 -11.966 -9.662
C: -11.196 -9.926 -8.644
H: -5.303 -11.931 -12.382
N: -3.969 -9.025 -12.250
H: -7.712 -11.012 -7.620
H: -7.087 -14.941 -7.017
H: -6.228 -10.391 -7.032
C: -4.329 -11.603 -12.747
C: -12.505 -9.423 -9.057
N: -10.169 -10.365 -8.239
H: -6.199 -9.920 -4.214
C: -4.980 -8.387 -5.014
H: -12.324 -8.757 -9.900
C: -6.689 -11.311 -7.391
H: -5.206 -9.047 -3.095
H: -7.992 -15.654 -5.689
C: -6.748 -16.950 -6.771
H: -6.701 -12.160 -6.707
H: -4.251 -11.753 -13.823
C: -6.085 -11.701 -8.677
H: -6.241 -15.439 -5.471
C: -4.139 -10.157 -12.483
C: -7.026 -15.655 -6.195
H: -3.453 -12.193 -12.480
N: -6.445 -17.989 -7.253
C: -5.204 -9.491 -4.091

These are the Mulliken partial charges, in e, on atoms 1 to 2: atom 1 (H): 0.27, atom 2 (H): 0.25